111
Properties=species:S:1:pos:R:3 method="wB97M-V/def2-TZVPD" lumo_ev="-1.97 / -4.50" homo_ev="-9.2 / -9.7" de_lowest_ev=0.000 total_charge=+1 multiplicity=4 largest_force_ha_per_bohr=0.01355 mol_weight_da=860.41 homo_lumo_gap_ha="0.26710 / 0.19083"
Ti -0.3512 0.8844 -1.4728
C -2.3267 4.4132 -0.9073
C -1.7001 3.9932 0.4305
C -1.5763 5.2022 1.3594
P -0.1997 2.9411 0.2300
C 0.0583 2.4669 2.0252
N 0.8160 1.2517 2.1761
Ge 0.5508 -0.4549 0.6186
N -0.9755 -1.0209 1.5954
C -2.2551 -1.3027 1.0001
P -2.3561 -0.7186 -0.7550
C -3.2372 0.9245 -0.7164
C -4.0346 1.1617 -1.9994
C -4.0378 1.2420 0.5430
C -3.5599 -1.8921 -1.4905
C -4.8574 -1.9950 -0.6896
C -2.9448 -3.2778 -1.6926
C -0.7720 -1.2731 2.9335
C -1.7724 -1.5098 3.8837
C -1.4545 -1.6472 5.2301
C -0.1439 -1.5549 5.6763
C 0.8651 -1.3659 4.7396
C 0.5460 -1.2604 3.4052
N 1.6259 -1.1695 2.3625
C 2.5775 -0.1351 2.7106
C 3.8976 -0.3366 3.0018
C 4.6667 0.7500 3.4385
C 4.1056 2.0214 3.6137
C 2.7971 2.2522 3.2684
C 2.0156 1.1910 2.7249
C 2.1698 -2.5092 2.0599
C 2.8531 -3.2573 2.9998
C 3.2859 -4.5352 2.6890
C 2.9814 -5.0463 1.4329
C 2.2612 -4.3096 0.5037
C 1.8342 -3.0014 0.7917
N 1.1293 -2.1765 -0.0420
C 0.7961 -2.6141 -1.3762
P 0.7045 -1.2068 -2.5663
C -0.2782 -1.9089 -3.9653
C -0.1157 -1.0828 -5.2429
C -0.0917 -3.4027 -4.2595
C 2.4355 -0.9600 -3.1223
C 3.3242 -0.5993 -1.9256
C 3.0552 -2.1126 -3.9095
C 1.2476 3.9922 -0.2212
C 0.9077 4.8467 -1.4532
C 1.8744 4.8789 0.8548
H -3.3771 4.6736 -0.7527
H -2.2815 3.6352 -1.6711
H -1.8323 5.2963 -1.3106
H -2.3879 3.2808 0.8964
H -1.0121 6.0029 0.8802
H -1.1041 4.9748 2.3166
H -2.5728 5.5967 1.5738
H -0.9458 2.2723 2.4146
H 0.4633 3.3170 2.5694
H -3.0770 -0.8390 1.5494
H -2.4661 -2.3797 0.9973
H -2.4144 1.6548 -0.7249
H -4.9351 0.5471 -2.0160
H -3.4524 0.9707 -2.8993
H -4.3492 2.2068 -2.0371
H -4.8215 0.5067 0.7290
H -4.5214 2.2159 0.4255
H -3.4099 1.2859 1.4365
H -3.7772 -1.4794 -2.4787
H -4.6781 -2.3551 0.3264
H -5.5157 -2.7180 -1.1764
H -5.3962 -1.0532 -0.6254
H -2.6453 -3.7386 -0.7481
H -2.0780 -3.2589 -2.3491
H -3.6881 -3.9338 -2.1496
H -2.8058 -1.5738 3.5697
H -2.2515 -1.8224 5.9422
H 0.0945 -1.6442 6.7270
H 1.8997 -1.3055 5.0596
H 4.3369 -1.3185 2.9131
H 5.7092 0.5880 3.6804
H 4.7076 2.8266 4.0130
H 2.3663 3.2309 3.4033
H 3.0354 -2.8581 3.9903
H 3.8251 -5.1227 3.4188
H 3.2922 -6.0518 1.1760
H 2.0047 -4.7617 -0.4440
H -0.1720 -3.1235 -1.4166
H 1.5267 -3.3225 -1.7707
H -1.3008 -1.7627 -3.6087
H 0.9178 -1.0909 -5.5956
H -0.4271 -0.0500 -5.1095
H -0.7300 -1.5162 -6.0346
H 0.8536 -3.6072 -4.7578
H -0.8866 -3.7256 -4.9370
H -0.1435 -4.0389 -3.3754
H 2.3818 -0.0898 -3.7801
H 3.4610 -1.4651 -1.2722
H 2.9198 0.2244 -1.3415
H 4.3076 -0.3001 -2.2942
H 3.1058 -3.0319 -3.3206
H 4.0819 -1.8462 -4.1731
H 2.5312 -2.3264 -4.8383
H 1.9850 3.2490 -0.5292
H 0.5437 5.8268 -1.1338
H 0.1491 4.4170 -2.1036
H 1.8008 5.0049 -2.0590
H 1.1982 5.6579 1.2002
H 2.7477 5.3770 0.4249
H 2.2299 4.3259 1.7175
O 1.2720 1.7656 -2.3082
S 0.3886 2.1401 -3.5653
N -1.0219 1.6631 -3.1343

139
Properties=species:S:1:pos:R:3 method="wB97M-V/def2-TZVPD" lumo_ev=1.45 homo_ev=-5.7 total_charge=-1 largest_force_ha_per_bohr=0.04708 mol_weight_da=1257.46 homo_lumo_gap_ha=0.26385
C 4.1839 1.5584 2.3886
O 5.2247 1.6241 1.4156
C 4.7808 2.3497 0.2893
C 5.9315 2.6888 -0.6281
C 5.5211 3.0582 -2.0704
C 4.1247 3.6549 -2.2279
C 4.0497 5.1415 -1.8783
C 2.6884 5.6817 -2.3600
C 2.1711 6.8673 -1.5546
C 1.8535 6.5453 -0.0981
C 0.6210 5.6479 0.0636
C -0.6757 6.4589 0.1748
C -1.8535 5.7320 -0.4497
S -3.2806 6.8329 -0.5060
O -3.0923 7.8595 0.4887
O -3.2727 7.3902 -1.8324
N -4.6155 6.0126 -0.1292
S -5.4138 5.4398 -1.4083
O -4.4741 4.6956 -2.2510
O -6.1185 6.4525 -2.1349
C -6.6462 4.2471 -0.8550
C -6.7101 3.1320 -1.8894
C -7.9858 2.3276 -1.7019
Cl -9.3057 2.9634 -2.7523
H 4.2479 2.4441 3.0191
H 3.2250 1.6053 1.8792
H 4.2504 0.6347 2.9448
H 4.0531 1.7677 -0.2755
H 4.3154 3.2811 0.6217
H 6.5792 3.4415 -0.1943
H 6.5470 1.7935 -0.6862
H 5.6495 2.1953 -2.7144
H 6.2138 3.8218 -2.4080
H 3.8820 3.6052 -3.2883
H 3.3425 3.0969 -1.7253
H 4.2136 5.3123 -0.8207
H 4.8232 5.6159 -2.4741
H 1.9706 4.8729 -2.3329
H 2.8402 6.0292 -3.3754
H 1.2368 7.2043 -2.0051
H 2.8449 7.7160 -1.6323
H 1.7129 7.4450 0.4916
H 2.7109 6.0221 0.3217
H 0.5796 4.9756 -0.7886
H 0.7470 5.0952 0.9871
H -0.5694 7.4318 -0.2923
H -0.8780 6.5962 1.2302
H -2.0963 4.7970 0.0395
H -1.6126 5.5076 -1.4809
H -6.4402 3.8676 0.1372
H -7.6167 4.7248 -0.8750
H -5.8247 2.5136 -1.8220
H -6.7421 3.5603 -2.8815
H -8.3436 2.3745 -0.6847
H -7.8604 1.2965 -1.9948
C -2.9321 1.9880 -0.9652
C -2.2232 0.6881 -1.2667
O -2.0464 -0.1111 -0.0711
C -3.0843 -0.8284 0.3105
O -4.1539 -0.8931 -0.2229
C -2.7110 -1.6452 1.5566
F -2.0544 -0.9111 2.4659
F -1.9138 -2.6811 1.2238
F -3.8000 -2.1482 2.1562
H -2.4104 2.5346 -0.1791
H -2.9910 2.6197 -1.8510
H -3.9463 1.8046 -0.6117
H -1.2204 0.8836 -1.6398
H -2.7461 0.1108 -2.0278
C -0.9611 -5.6657 -1.9003
C -0.0945 -4.9738 -0.8714
O 1.2627 -4.8512 -1.3393
C 1.5176 -3.8400 -2.1560
O 0.7415 -3.0174 -2.5413
C 3.0096 -3.8502 -2.5205
F 3.4253 -5.0961 -2.8303
F 3.7535 -3.4162 -1.4885
F 3.2638 -3.0623 -3.5655
H -0.5297 -6.6223 -2.1768
H -1.9632 -5.8296 -1.5050
H -1.0439 -5.0728 -2.8113
H -0.0432 -5.5708 0.0364
H -0.4936 -3.9985 -0.5983
C -2.0960 9.2046 4.3629
C -1.2446 9.6497 5.5313
O -0.3496 8.6007 5.9593
C 0.7700 8.4671 5.2636
O 1.1126 9.1270 4.3280
C 1.6218 7.3406 5.8704
F 0.8813 6.2564 6.1502
F 2.1938 7.7563 7.0181
F 2.5951 6.9725 5.0348
H -2.6303 8.2865 4.6065
H -2.8209 9.9742 4.1032
H -1.4870 8.9996 3.4837
H -1.8719 9.8699 6.3930
H -0.6805 10.5521 5.2989
C 5.7290 -6.9477 -2.7840
C 7.0797 -6.8153 -3.4507
O 7.9616 -7.8945 -3.0746
C 7.8043 -9.0323 -3.7340
O 7.0116 -9.2492 -4.6027
C 8.8411 -10.0581 -3.2484
F 8.9283 -10.0736 -1.9087
F 10.0581 -9.7562 -3.7387
F 8.5239 -11.2885 -3.6572
H 5.8429 -7.0233 -1.7016
H 5.1005 -6.0858 -3.0117
H 5.2125 -7.8476 -3.1197
H 7.5745 -5.9042 -3.1215
H 6.9901 -6.7670 -4.5350
C -6.7388 -3.3798 3.5907
C -5.6813 -2.7195 4.4482
O -6.2599 -2.1654 5.6485
C -6.4698 -3.0156 6.6412
O -6.2293 -4.1876 6.6385
C -7.0428 -2.2643 7.8537
F -8.0170 -1.4156 7.4903
F -6.0754 -1.5516 8.4581
F -7.5491 -3.1179 8.7478
H -7.5448 -2.6786 3.3731
H -6.3048 -3.7218 2.6521
H -7.1797 -4.2362 4.1008
H -5.2404 -1.8838 3.9176
H -4.8778 -3.4101 4.6996
C 0.0191 -12.4396 -2.2250
C 0.2825 -11.4282 -3.3196
O 0.5303 -10.1195 -2.7715
C 1.7629 -9.8957 -2.3326
O 2.6736 -10.6689 -2.3476
C 1.8754 -8.4496 -1.8274
F 0.8217 -8.1134 -1.0581
F 1.9185 -7.5959 -2.8652
F 2.9834 -8.2739 -1.1075
H -0.7957 -12.1032 -1.5833
H -0.2461 -13.4040 -2.6563
H 0.8978 -12.5734 -1.5950
H -0.5952 -11.3206 -3.9530
H 1.1119 -11.7317 -3.9566

105
Properties=species:S:1:pos:R:3 method="wB97M-V/def2-TZVPD" lumo_ev="-2.20 / -2.07" homo_ev="-11.4 / -10.9" de_lowest_ev=0.218 total_charge=+1 multiplicity=2 largest_force_ha_per_bohr=0.01032 mol_weight_da=694.88 homo_lumo_gap_ha="0.33841 / 0.32391"
Co 0.4473 -0.0411 0.4922
C 1.0933 -1.4419 3.6725
Si 0.0006 -1.4948 2.1244
C -1.7316 -1.2117 2.8218
C -2.2898 -1.9888 3.8376
C -3.5649 -1.7346 4.3063
C -4.3024 -0.6913 3.7605
C -3.7602 0.1026 2.7664
C -2.4679 -0.1446 2.2923
P -1.5595 0.8527 1.0579
C -2.5538 0.7226 -0.5140
C -4.0873 0.8513 -0.3553
C -4.7679 1.3111 -1.6486
C -4.0777 0.7007 -2.8580
C -2.6401 1.2312 -2.9770
C -2.0549 1.6533 -1.6217
C -1.6291 2.6034 1.6874
C -2.9552 3.3679 1.6359
C -2.8596 4.6375 2.4938
C -1.4879 5.3235 2.3757
C -0.8271 4.9518 1.0558
C -0.5213 3.4521 1.0265
C 0.0684 -3.1824 1.2762
C -0.6629 -4.3064 1.6516
C -0.4849 -5.5193 1.0070
C 0.4562 -5.6332 -0.0084
C 1.1920 -4.5262 -0.3987
C 0.9794 -3.2918 0.2134
P 1.8213 -1.7332 -0.2572
C 3.6163 -2.1374 0.0129
C 4.5991 -1.0786 -0.4905
C 4.5394 0.2260 0.3122
C 4.1452 -0.0147 1.7743
C 4.6324 -1.3810 2.2430
C 3.9482 -2.5187 1.4714
C 1.7388 -1.5648 -2.1009
C 2.4595 -2.6050 -2.9812
C 1.9814 -2.5396 -4.4441
C 1.4977 -1.1393 -4.7945
C 0.2337 -0.8188 -3.9898
C 0.2906 -1.4071 -2.5664
H 0.9356 -2.3587 4.2482
H 0.7919 -0.6055 4.3050
H 2.1585 -1.3554 3.4837
H -1.7156 -2.7975 4.2761
H -3.9872 -2.3410 5.0970
H -5.3049 -0.4929 4.1161
H -4.3670 0.8981 2.3658
H -2.3419 -0.3055 -0.8408
H -4.3404 1.5545 0.4337
H -4.4872 -0.1172 -0.0481
H -4.7313 2.4021 -1.7253
H -5.8248 1.0439 -1.6174
H -4.6321 0.9097 -3.7733
H -4.0682 -0.3881 -2.7484
H -2.6037 2.0824 -3.6602
H -2.0116 0.4552 -3.4154
H -2.3472 2.6802 -1.3840
H -0.9601 1.6594 -1.6749
H -1.3784 2.4689 2.7479
H -3.7903 2.7739 1.9957
H -3.1817 3.6242 0.5971
H -3.0541 4.3776 3.5366
H -3.6541 5.3233 2.1939
H -0.8358 5.0092 3.1962
H -1.5940 6.4045 2.4680
H 0.0955 5.5152 0.9029
H -1.4895 5.2196 0.2276
H 0.4186 3.2681 1.5569
H -0.3582 3.1285 -0.0016
H -1.3841 -4.2325 2.4571
H -1.0671 -6.3826 1.3022
H 0.6139 -6.5851 -0.4978
H 1.9278 -4.6441 -1.1807
H 3.7395 -3.0362 -0.5999
H 4.4685 -0.8728 -1.5537
H 5.5948 -1.5212 -0.3951
H 3.8236 0.9053 -0.1531
H 5.5112 0.7203 0.2576
H 3.0538 0.0358 1.8759
H 4.5518 0.7724 2.4118
H 4.4686 -1.5090 3.3142
H 5.7152 -1.4326 2.1004
H 3.0413 -2.8426 1.9881
H 4.6029 -3.3920 1.4616
H 2.2387 -0.6013 -2.2519
H 2.2887 -3.6120 -2.6060
H 3.5372 -2.4392 -2.9413
H 1.1588 -3.2430 -4.6003
H 2.7870 -2.8580 -5.1060
H 1.2934 -1.0443 -5.8611
H 2.2904 -0.4167 -4.5725
H -0.6372 -1.2240 -4.5106
H 0.0845 0.2629 -3.9470
H -0.1961 -2.3856 -2.5301
H -0.2792 -0.7690 -1.8717
C 1.8933 3.5553 -1.9065
C 1.8577 2.0504 -1.7704
O 1.5312 1.6480 -0.4273
H 2.1684 3.8280 -2.9251
H 2.6434 3.9864 -1.2393
H 0.9259 4.0015 -1.6774
H 2.8206 1.6157 -2.0570
H 1.0885 1.6084 -2.4015
H 2.0479 2.1755 0.1928

123
Properties=species:S:1:pos:R:3 method="wB97M-V/def2-TZVPD" lumo_ev=-4.00 homo_ev=-8.3 de_lowest_ev=0.657 largest_force_ha_per_bohr=0.20793 mol_weight_da=879.97 homo_lumo_gap_ha=0.15946
C 3.8139 2.4527 -0.6172
C 3.0464 3.7357 -1.1413
C 2.0304 3.3874 -2.1746
C 0.9855 4.4514 -2.3308
C 0.3455 4.9718 -1.0378
C 1.3435 5.4231 0.0547
N 2.5239 4.5129 0.0135
O 3.2347 4.4355 0.9618
C 0.6975 5.2732 1.4835
C 1.7895 6.8401 -0.2930
C 4.0705 4.6681 -2.0508
H 3.3026 2.0189 0.0318
H 4.6666 2.7896 -0.0765
H 4.3426 1.9383 -1.4909
H 1.4737 2.4061 -1.7918
H 2.4427 3.0907 -3.0928
H 0.2534 4.0517 -3.0723
H 1.2345 5.2615 -2.6626
H -0.3022 4.0856 -0.5742
H -0.4648 5.8160 -1.1043
H -0.1335 5.9071 1.6765
H 1.4909 5.4521 2.2429
H 0.4291 4.2389 1.7774
H 2.0443 6.7766 -1.1805
H 2.6357 7.2115 0.4663
H 1.0167 7.5699 -0.1496
H 4.5910 3.9644 -2.6956
H 4.7314 5.0593 -1.1260
H 3.6598 5.5138 -2.5425
N -0.1129 -0.1315 0.3125
O 0.6440 -1.1007 0.7052
O 0.2193 1.0375 0.5232
O -0.9210 -0.2925 -0.6474
C -2.6319 -4.0162 0.4536
C -3.5700 -5.1471 0.1843
C -3.0860 -6.6024 0.2809
C -1.5383 -6.8849 0.5724
C -0.6141 -5.6538 0.7611
C -1.2802 -4.2114 0.7968
N -0.8844 -8.2222 0.3098
O 0.1924 -8.3471 0.9416
O -1.4978 -8.9463 -0.5513
H -2.9960 -2.9653 0.4655
H -4.6140 -4.8822 -0.1682
H -3.8001 -7.3288 0.1255
H 0.4216 -5.5359 1.0469
H -0.5830 -3.3334 0.9669
C -2.1146 1.7782 4.1988
C -2.0213 0.9503 3.0001
C -1.9541 -0.5669 3.2092
C -1.9840 -1.1396 4.6575
C -1.9640 -0.1312 5.8333
C -2.0725 1.3672 5.4371
N -2.0748 -2.5433 4.8597
O -2.3887 -2.8939 6.0765
O -2.4102 -3.3184 3.9062
H -2.0571 2.6750 3.8618
H -1.6738 1.4778 1.9469
H -2.0025 -1.3058 2.2974
H -2.2758 -0.5293 6.8240
H -2.1260 2.1459 6.1967
C 4.1688 -0.4012 1.5014
C 4.2275 -0.8187 0.0642
C 5.6039 -1.2028 -0.5187
C 6.8358 -1.1180 0.2835
C 6.6956 -0.5305 1.7075
C 5.3725 -0.1770 2.2409
N 8.2038 -1.5640 -0.3321
O 8.0928 -2.1683 -1.4270
O 9.0858 -1.6644 0.4521
H 3.2280 -0.0555 1.8703
H 3.2765 -0.8226 -0.2890
H 5.7518 -1.6510 -1.4630
H 7.5377 -0.2590 2.4573
H 5.1778 0.1730 3.3018
C -2.9874 4.2322 -3.6330
O -2.0649 4.9689 -3.1237
N -2.9796 2.9719 -3.5214
C -3.9951 2.1425 -4.3235
C -2.0797 2.2490 -2.5892
H -3.8909 4.5159 -4.1344
H -4.4726 2.7511 -5.0432
H -4.4978 1.5816 -3.6215
H -3.1867 1.4529 -4.6813
H -1.0351 2.3601 -2.9453
H -2.3982 1.3391 -2.3959
H -1.9669 2.7923 -1.7084
C -4.2891 -2.7253 -3.4786
O -5.3858 -3.2040 -4.0658
N -3.3204 -2.1021 -4.1087
C -2.1562 -1.5804 -3.3450
C -3.2483 -1.9746 -5.5629
H -4.3002 -2.7489 -2.3758
H -1.8919 -0.5713 -3.5395
H -1.2246 -2.0102 -3.6339
H -2.0994 -1.6149 -2.3104
H -2.9517 -2.8640 -6.0269
H -2.8169 -1.1036 -5.9250
H -4.2815 -1.9428 -6.0448
C -6.3857 -0.5959 0.6783
O -6.3333 -1.9362 0.6229
N -5.4172 0.0838 0.1997
C -5.4674 1.5499 0.3361
C -4.1774 -0.3090 -0.3946
H -7.3174 -0.2171 1.0735
H -6.5132 1.9940 0.3569
H -5.2614 2.0327 -0.4116
H -4.8693 2.0170 1.1426
H -3.3761 0.2294 -0.2694
H -4.1904 -0.2445 -1.5093
H -3.9117 -1.3349 -0.1421
C 2.7815 -3.0873 2.5803
O 1.9943 -2.8506 3.5351
N 3.8399 -3.8873 2.7136
C 4.6927 -4.3966 1.6371
C 4.1377 -4.3506 4.0369
H 2.6220 -2.9037 1.5095
H 5.5906 -3.7606 1.7302
H 4.4527 -4.4036 0.5696
H 5.0291 -5.4208 1.8458
H 5.1460 -4.9003 4.2139
H 3.4110 -5.0149 4.5101
H 4.2620 -3.6543 4.8355